{
  "formula": "H3OPS2",
  "method": "ωB97M-V with the def2-TZVPD basis set",
  "orbital_gap_ev": 7.41,
  "mol_weight_g_mol": 114.1,
  "de_lowest_ev": 3.7156,
  "spin_multiplicity": 1,
  "total_charge": 0,
  "elements": ["O", "P", "S", "S", "H", "H", "H"],
  "coordinates": [[0.8632, 3.0732, 0.1569], [0.2403, 0.3353, 0.1694], [-1.3582, -1.0314, -0.0988], [-0.1624, 2.2393, 0.9121], [1.1187, -0.5048, 0.9293], [1.2847, 0.5112, -0.6977], [-2.2808, -0.0968, 0.1081]],
  "lowdin_charge": [-0.7931, 0.2768, 0.3886, 0.4360, -0.0598, -0.0547, -0.1938]
}

{
  "formula": "H3OPS2",
  "method": "ωB97M-V with the def2-TZVPD basis set",
  "smiles": "O[P@@H](=S)S",
  "orbital_gap_ev": 8.93,
  "mol_weight_g_mol": 114.1,
  "de_lowest_ev": 0.7827,
  "spin_multiplicity": 1,
  "total_charge": 0,
  "elements": ["O", "P", "S", "S", "H", "H", "H"],
  "coordinates": [[1.1535, -0.4173, 0.5519], [-0.4446, -0.2182, 0.2795], [-1.1409, 1.4563, 0.9851], [-0.6899, -0.3247, -1.7393], [1.5738, 0.3571, 0.8112], [-1.0697, -1.3712, 0.7708], [0.6178, 0.5181, -1.6592]],
  "lowdin_charge": [-0.3190, -0.1596, 0.1211, 0.3724, 0.0112, -0.0133, -0.0128]
}